(1)
Formula: C4H2Li2O2
Source: the Open Molecules 2025 dataset
Level of theory: ωB97M-V with the def2-TZVPD basis set

```
10
Properties=species:S:1:pos:R:3:forces:R:3
H 1.722 -0.591 2.803 -0.474 0.094 0.116
O 0.680 0.991 2.058 0.203 -0.529 -0.047
C 1.002 -0.209 2.057 0.374 0.566 -0.374
C 0.619 -1.053 0.983 -0.491 -0.506 -1.012
C 0.251 -1.516 -0.117 1.108 0.538 0.856
Li 0.131 1.150 0.079 -0.655 -0.542 0.200
O -1.176 0.268 -2.731 0.433 -0.540 0.818
C -1.366 0.698 -1.566 0.716 1.038 -0.511
Li 0.541 -0.900 -2.114 -1.300 0.255 0.087
H -2.403 1.161 -1.451 0.087 -0.376 -0.133
```
Positions in Å, forces in eV/Å.

Computed properties:
**Maximum force**: 1.50 eV Å⁻¹
**Energy**: -8682.33581 eV
**Lowest unoccupied orbital energy**: -0.56 eV
**HOMO energy**: -6.98 eV

natural (NBO) population analysis, charges in e, atoms 1 to 2:
1 H 0.156
2 O -0.638

=====

(2)
Formula: C4H4N2O2
Source: the Open Molecules 2025 dataset
Level of theory: ωB97M-V with the def2-TZVPD basis set

```
12
Properties=species:S:1:pos:R:3:forces:R:3
O -0.626 0.865 -1.815 -1.112 0.452 -2.867
C -0.285 0.140 -0.766 -1.347 -1.863 2.413
N -0.704 -1.089 -0.485 -0.589 0.984 -0.277
C -0.424 -1.634 0.773 2.048 1.402 -2.455
C 0.575 -0.909 1.379 0.874 -0.995 4.608
N 1.056 0.334 1.099 -0.607 0.512 0.509
C 0.459 0.979 0.137 -0.596 -4.471 -1.316
O 0.696 2.175 -0.234 0.265 4.825 -1.273
H -1.202 0.499 -2.520 0.508 -0.389 1.051
H -0.686 -2.693 1.009 -0.022 1.335 -0.222
H 0.993 -1.272 2.432 -0.761 0.454 -2.475
H 0.148 2.605 -1.010 1.339 -2.247 2.304
```
Positions in Å, forces in eV/Å.

Computed properties:
**Maximum force**: 5.00 eV Å⁻¹
**Energy**: -11286.49058 eV
**Structure (SMILES)**: Oc1nccnc1O
**Lowest unoccupied orbital energy**: 0.36 eV
**HOMO energy**: -8.76 eV

natural (NBO) population analysis, charges in e, atoms 1 to 2:
1 O -0.704
2 C 0.404

=====

(3)
Formula: C4H8O
Source: the Open Molecules 2025 dataset
Level of theory: ωB97M-V with the def2-TZVPD basis set

```
13
Properties=species:S:1:pos:R:3:forces:R:3
C -1.256 -1.027 -0.220 2.210 0.877 -0.070
C -0.256 -0.129 -0.042 -3.578 -1.367 1.305
C -0.621 1.294 0.049 0.982 2.193 0.158
C 1.063 -0.546 0.420 1.525 0.430 1.009
O 2.115 0.072 -0.334 -0.971 -0.073 -2.569
H -1.063 -2.056 -0.280 0.481 -1.366 0.086
H -2.268 -0.792 -0.349 -1.186 0.786 -0.246
H -0.105 1.772 0.971 -1.129 -0.655 -1.355
H -1.725 1.542 -0.025 1.431 -0.476 0.220
H -0.092 1.751 -0.816 -0.502 0.366 0.465
H 1.254 -0.328 1.522 -0.358 0.444 -1.324
H 1.157 -1.607 0.426 0.052 -1.152 -0.517
H 1.797 0.053 -1.324 1.044 -0.007 2.840
```
Positions in Å, forces in eV/Å.

Computed properties:
**Maximum force**: 4.05 eV Å⁻¹
**Energy**: -6323.71899 eV
**Structure (SMILES)**: C=C(C)CO
**Lowest unoccupied orbital energy**: 0.86 eV
**HOMO energy**: -9.49 eV

natural (NBO) population analysis, charges in e, atoms 1 to 2:
1 C -0.371
2 C -0.032

=====

(4)
Formula: C5H12N2
Source: the Open Molecules 2025 dataset
Level of theory: ωB97M-V with the def2-TZVPD basis set

```
19
Properties=species:S:1:pos:R:3:forces:R:3
C -2.585 0.113 0.584 0.019 -0.498 0.236
C -1.865 -0.165 -0.728 -0.203 0.330 0.181
C -0.543 -0.899 -0.548 -0.177 0.280 0.272
C 0.447 -0.096 0.304 0.064 -0.994 -0.361
N 1.711 -0.810 0.329 0.181 0.189 -0.013
C 2.811 -0.186 0.215 -0.367 -0.433 -0.338
N 3.036 1.171 0.126 -0.070 -0.352 0.290
H -2.652 -0.810 1.180 0.059 0.243 0.014
H -2.046 0.868 1.154 -0.139 -0.017 0.184
H -3.607 0.449 0.418 0.005 0.169 -0.017
H -2.551 -0.709 -1.378 0.185 -0.104 -0.185
H -1.681 0.813 -1.176 0.051 -0.032 -0.383
H -0.086 -1.097 -1.517 0.042 -0.139 -0.042
H -0.721 -1.842 -0.031 0.055 -0.226 -0.169
H 0.082 -0.106 1.330 -0.109 0.617 0.075
H 0.499 0.898 -0.148 -0.010 0.356 0.337
H 3.690 -0.818 0.153 0.319 0.219 0.082
H 2.221 1.756 0.126 0.126 0.240 -0.198
H 3.841 1.470 -0.393 -0.030 0.152 0.034
```
Positions in Å, forces in eV/Å.

Computed properties:
**Maximum force**: 1.06 eV Å⁻¹
**Energy**: -8359.55731 eV
**Structure (SMILES)**: CCCC/N=C\N
**Lowest unoccupied orbital energy**: 1.00 eV
**HOMO energy**: -9.04 eV

natural (NBO) population analysis, charges in e, atoms 1 to 2:
1 C -0.607
2 C -0.395

=====

(5)
Formula: C5H14N2
Source: the Open Molecules 2025 dataset
Level of theory: ωB97M-V with the def2-TZVPD basis set

```
21
Properties=species:S:1:pos:R:3:forces:R:3
C -2.087 2.293 0.845 -1.077 -0.778 -2.246
N -1.029 1.298 0.704 -0.116 -0.150 -0.898
C -1.027 0.521 -0.596 0.748 1.009 3.188
C 0.423 0.062 -0.725 0.126 -0.745 -1.895
N 1.098 -0.738 0.296 -0.998 -1.161 0.333
C 0.395 -2.004 0.573 -0.230 0.206 0.307
C 2.368 -1.144 -0.268 0.844 0.613 -1.189
H -2.919 1.856 1.395 0.282 0.640 1.193
H -1.700 3.292 1.048 -0.364 -0.257 0.790
H -2.674 2.416 -0.117 0.924 0.135 0.196
H -0.127 1.752 0.705 0.005 0.184 0.337
H -1.728 -0.303 -0.479 -0.021 -0.075 -0.337
H -1.336 1.214 -1.382 0.196 -0.404 -0.474
H 1.099 0.923 -0.869 -0.466 -0.106 -0.260
H 0.417 -0.550 -1.664 0.315 0.436 0.105
H -0.679 -1.922 0.742 0.029 0.443 -0.186
H 0.768 -2.487 1.478 0.315 0.184 -0.061
H 0.574 -2.679 -0.260 -0.250 -0.431 -0.310
H 3.010 -0.249 -0.339 0.137 -0.562 0.196
H 2.839 -1.987 0.223 0.122 0.353 0.897
H 2.315 -1.562 -1.311 -0.520 0.467 0.315
```
Positions in Å, forces in eV/Å.

Computed properties:
**Maximum force**: 3.43 eV Å⁻¹
**Energy**: -8390.57055 eV
**Structure (SMILES)**: CNCCN(C)C
**Lowest unoccupied orbital energy**: 1.10 eV
**HOMO energy**: -8.46 eV

natural (NBO) population analysis, charges in e, atoms 1 to 2:
1 C -0.427
2 N -0.623

=====

(6)
Formula: C5H10O
Source: the Open Molecules 2025 dataset
Level of theory: ωB97M-V with the def2-TZVPD basis set

```
16
Properties=species:S:1:pos:R:3:forces:R:3
C 2.073 0.454 -0.001 -0.054 -0.002 0.073
C 0.889 -0.404 -0.469 0.005 -0.444 0.206
C -0.502 -0.268 0.136 -0.198 -0.376 0.362
O -0.670 -1.435 0.988 -0.790 0.307 0.045
C -1.250 0.882 0.731 0.064 0.086 0.170
C -1.801 0.163 -0.479 -0.101 -0.124 -0.120
H 2.990 -0.112 -0.208 -0.140 0.186 0.042
H 2.035 0.618 1.081 -0.044 -0.019 -0.147
H 2.189 1.432 -0.487 -0.304 -0.227 0.028
H 0.990 -1.391 0.007 1.243 0.133 -0.914
H 0.886 -0.530 -1.561 -0.133 0.164 0.284
H -0.954 -2.191 0.451 0.107 0.407 0.053
H -1.684 0.647 1.698 -0.041 0.137 -0.143
H -0.937 1.917 0.609 0.178 -0.300 -0.077
H -2.610 -0.544 -0.324 -0.029 0.230 -0.034
H -1.844 0.707 -1.421 0.236 -0.161 0.171
```
Positions in Å, forces in eV/Å.

Computed properties:
**Maximum force**: 1.55 eV Å⁻¹
**Energy**: -7393.02482 eV
**Structure (SMILES)**: CCC1(O)CC1
**Lowest unoccupied orbital energy**: 1.05 eV
**HOMO energy**: -10.06 eV

natural (NBO) population analysis, charges in e, atoms 1 to 2:
1 C -0.606
2 C -0.439

=====

(7)
Formula: C32H29BrN3O6SeZn
Source: the Open Molecules 2025 dataset
Level of theory: ωB97M-V with the def2-TZVPD basis set

```
73
Properties=species:S:1:pos:R:3:forces:R:3
Zn 0.805 0.662 -0.206 0.003 -0.007 -0.019
O -1.435 5.324 1.589 0.005 -0.002 -0.001
C -0.501 5.664 0.634 -0.004 -0.014 -0.004
C -0.434 6.946 0.112 0.007 0.004 -0.007
C 0.517 7.244 -0.856 -0.010 0.004 0.006
C 1.389 6.261 -1.293 0.008 -0.008 0.002
C 1.310 4.981 -0.756 -0.003 0.004 -0.011
C 0.368 4.664 0.207 -0.001 0.016 0.017
C 0.290 3.255 0.796 0.032 -0.026 0.052
O 1.280 2.462 0.351 -0.018 0.029 -0.015
N -1.070 2.710 0.468 -0.022 -0.024 -0.059
N -1.178 1.597 -0.239 -0.017 0.045 0.014
C -2.310 1.020 -0.378 0.000 0.016 -0.021
C -2.495 -0.168 -1.210 0.018 0.002 0.022
Br -1.550 -0.193 -2.861 -0.002 -0.006 -0.007
C -3.334 -1.161 -0.925 -0.019 0.016 -0.013
C -4.020 -1.280 0.379 0.040 -0.009 -0.017
C -5.390 -1.534 0.439 -0.003 -0.014 0.004
C -6.027 -1.661 1.664 0.008 0.003 0.000
C -5.296 -1.552 2.841 -0.003 -0.005 0.000
C -3.929 -1.322 2.786 -0.002 -0.001 0.036
C -3.289 -1.183 1.563 -0.020 -0.008 -0.028
H -1.941 6.108 1.821 -0.004 0.008 0.006
H -1.125 7.708 0.459 0.001 0.002 0.003
H 0.568 8.245 -1.265 0.001 0.002 0.001
H 2.132 6.487 -2.047 0.000 0.000 -0.001
H 1.980 4.191 -1.070 0.003 -0.005 0.003
H 0.288 3.361 1.897 -0.015 -0.023 -0.007
H -1.854 2.999 1.035 0.008 -0.007 0.010
H -3.197 1.404 0.127 0.009 -0.008 0.007
H -3.512 -1.934 -1.664 -0.014 0.009 -0.003
H -5.957 -1.626 -0.480 0.004 0.001 0.000
H -7.093 -1.850 1.701 0.001 0.001 0.000
H -5.791 -1.663 3.798 0.001 0.000 -0.001
H -3.342 -1.271 3.694 0.009 0.007 -0.004
H -2.215 -1.038 1.524 0.042 0.004 0.037
C 7.178 -1.258 1.570 0.005 0.004 0.007
C 5.915 -1.037 0.783 0.000 -0.008 0.015
C 5.685 0.153 0.109 0.004 0.005 -0.003
C 4.536 0.360 -0.650 0.009 0.019 0.005
C 4.321 1.693 -1.310 -0.015 0.008 0.005
C 3.588 -0.666 -0.747 -0.001 -0.017 -0.019
Se 2.033 -0.461 -1.879 -0.032 -0.033 0.030
C 3.784 -1.863 -0.044 -0.003 0.005 -0.002
C 2.763 -2.966 -0.064 -0.011 0.004 0.008
C 4.944 -2.026 0.706 -0.001 0.003 0.010
H 7.618 -0.313 1.891 -0.008 -0.010 0.004
H 7.924 -1.787 0.971 0.006 0.000 -0.004
H 6.991 -1.864 2.459 0.002 0.002 0.001
H 6.415 0.954 0.184 0.002 0.001 0.000
H 5.192 2.334 -1.170 0.003 0.002 0.002
H 3.446 2.190 -0.881 0.008 0.002 -0.013
H 4.124 1.580 -2.377 0.007 -0.001 -0.002
H 1.792 -2.608 0.286 -0.006 0.005 0.001
H 3.081 -3.793 0.573 0.001 -0.001 -0.003
H 2.601 -3.335 -1.078 0.006 -0.005 -0.001
H 5.085 -2.953 1.255 0.001 -0.003 0.004
O -0.090 -1.913 2.926 -0.078 0.101 0.101
C 0.557 -1.034 2.365 0.008 -0.277 -0.299
O 0.130 -0.333 1.379 0.080 0.071 0.130
C 1.975 -0.779 2.860 -0.056 0.090 0.063
C 2.558 -1.727 3.698 -0.019 -0.002 -0.002
C 3.823 -1.530 4.216 0.013 -0.002 0.003
C 4.493 -0.362 3.886 -0.070 0.074 0.108
C 3.943 0.595 3.053 -0.012 -0.001 -0.012
C 2.674 0.379 2.538 0.064 0.028 -0.002
N 5.835 -0.135 4.437 0.239 -0.258 -0.470
O 6.320 -1.005 5.140 -0.073 0.083 0.164
O 6.428 0.874 4.105 -0.084 0.106 0.176
H 1.985 -2.611 3.940 0.006 0.005 -0.005
H 4.294 -2.253 4.865 -0.001 0.001 0.001
H 4.501 1.486 2.810 0.005 0.000 0.008
H 2.236 1.138 1.900 -0.042 -0.008 -0.010
```
Positions in Å, forces in eV/Å.

Computed properties:
**Charge**: -1
**Maximum force**: 0.59 eV Å⁻¹
**Energy**: -234218.52867 eV
**Lowest unoccupied orbital energy**: 1.94 eV
**HOMO energy**: -5.05 eV

Löwdin population analysis, charges in e, atoms 1 to 2:
1 Zn 0.470
2 O 0.041

=====

(8)
Formula: C5H8BrI
Source: the Open Molecules 2025 dataset
Level of theory: ωB97M-V with the def2-TZVPD basis set

```
15
Properties=species:S:1:pos:R:3:forces:R:3
C -0.804 -0.764 -0.764 3.823 -0.585 2.944
C -1.175 -0.327 0.672 0.936 0.453 -0.172
C 0.229 0.251 -1.225 -0.510 1.227 -0.035
C 0.051 0.379 1.272 3.652 -0.063 -0.568
C 1.200 0.486 -0.085 -1.712 -0.790 2.071
Br 2.148 2.188 -0.077 -0.312 -0.447 -0.139
I 2.651 -1.162 0.036 -0.458 0.537 0.043
H -0.353 -1.815 -0.584 -0.421 1.600 -0.956
H -1.559 -0.831 -1.418 -2.951 -0.299 -2.275
H -2.031 0.364 0.789 0.125 -0.936 -0.177
H -1.219 -1.310 1.066 -1.233 -0.408 1.607
H 0.619 0.018 -2.217 0.323 0.295 0.205
H -0.314 1.241 -1.212 0.341 -0.763 -0.663
H -0.171 1.386 1.654 0.166 -0.196 -0.483
H 0.727 -0.102 2.094 -1.769 0.377 -1.401
```
Positions in Å, forces in eV/Å.

Computed properties:
**Maximum force**: 4.86 eV Å⁻¹
**Energy**: -83456.64772 eV
**Lowest unoccupied orbital energy**: 0.22 eV
**HOMO energy**: -9.40 eV

natural (NBO) population analysis, charges in e, atoms 1 to 2:
1 C -0.373
2 C -0.453